1.
23
Properties=species:S:1:pos:R:3:lowdin_charge:R:1 method="wB97M-V/def2-TZVPD" e_tot_ha=-313.4332 homo_lumo_gap_ev=11.59 homo_ha=-0.3946 lumo_ev=0.85 smiles=CCCCCC.O e_above_lowest_kj_mol=27.0 max_force_ha_per_bohr=0.0274
C -0.842 -0.574 0.538 -0.221
C 0.862 1.354 0.258 -0.256
H 1.243 -0.303 -1.107 0.053
H -3.516 0.538 0.321 0.072
H -1.424 -1.068 1.304 0.107
H 1.529 1.980 0.861 0.104
H -0.115 -1.279 0.118 0.096
O 2.811 -3.085 -0.259 -0.062
C 1.788 0.474 -0.594 -0.107
H -1.061 0.237 -1.467 0.099
C -2.775 0.866 -0.410 -0.111
H 0.372 2.061 -0.372 0.088
H 2.448 1.019 -1.258 0.069
H -0.857 1.294 1.475 0.091
C -0.092 0.599 1.167 -0.220
H -2.149 -1.042 -1.139 0.104
H -3.263 1.127 -1.347 0.067
H 3.486 -2.431 -0.074 0.022
H -2.351 1.797 -0.030 0.060
H 2.687 -3.604 0.549 0.040
H 2.478 -0.055 0.074 0.065
H 0.421 0.275 2.060 0.105
C -1.678 -0.178 -0.667 -0.266

---

2.
24
Properties=species:S:1:pos:R:3:lowdin_charge:R:1 method="wB97M-V/def2-TZVPD" e_tot_ha=-425.7855 homo_lumo_gap_ev=9.59 homo_ha=-0.3387 lumo_ev=0.38 smiles="C=C(C)CC.O.O.O" e_above_lowest_kj_mol=66.1 max_force_ha_per_bohr=0.0181
H 0.168 1.244 4.344 0.039
C -1.960 -0.641 -0.450 -0.091
C -0.231 0.731 0.764 -0.406
H -0.092 2.790 1.267 0.078
H -1.124 -1.326 -0.592 0.065
H -0.881 2.507 -0.270 0.076
O 1.577 -0.094 -2.791 -0.053
H 0.784 -3.245 -2.844 0.029
H 0.689 -1.091 1.428 0.074
H -2.870 -1.226 -0.327 0.069
H 0.750 0.134 -3.231 0.049
H 2.192 -0.147 -3.534 0.050
C -0.072 2.173 0.378 -0.056
H 0.900 2.381 -0.073 0.079
O 1.710 -3.086 -2.645 -0.066
H -2.034 -0.048 -1.360 0.068
H 1.943 -2.159 -2.750 -0.014
C -1.669 0.251 0.765 -0.236
H -1.976 -0.242 1.695 0.106
C 0.778 -0.070 1.078 0.023
O -0.572 1.210 3.734 -0.052
H -0.506 0.444 3.161 -0.006
H -2.372 1.088 0.761 0.107
H 1.785 0.291 0.902 0.067

---

3.
105
Properties=species:S:1:pos:R:3:lowdin_charge:R:1 method="wB97M-V/def2-TZVPD" e_tot_ha=-14837.9379 homo_lumo_gap_ev=6.45 total_charge=-1 homo_ha=-0.1945 lumo_ev=1.15 e_above_lowest_kj_mol=299.0 max_force_ha_per_bohr=0.0179
H -4.573 1.994 5.425 0.124
N -0.108 2.914 -0.866 0.162
H 5.341 0.580 -2.770 0.114
H 4.318 -3.277 -4.322 0.107
H 3.021 7.550 -3.590 0.103
S -2.152 1.019 1.265 0.752
H 0.430 -1.372 4.549 0.106
O 0.719 0.492 3.048 -0.198
H 3.141 1.240 -7.841 0.104
C 3.291 1.732 -5.759 -0.069
O -3.688 -9.081 6.026 -0.371
C -4.424 2.223 4.377 -0.013
N -0.945 2.257 1.232 -0.101
P 0.631 -0.783 -2.279 0.628
H -0.814 3.380 2.976 0.126
H -5.585 4.676 5.348 0.087
H -5.507 4.350 1.974 0.115
C 4.603 -0.187 -2.970 -0.074
C -0.490 -5.647 7.072 -0.004
H 0.815 2.052 -8.046 0.105
N -1.322 -6.822 5.194 0.163
H -1.020 -3.771 1.533 0.084
C -0.101 -3.347 5.180 0.011
C -0.439 -0.683 -3.747 -0.330
H -1.433 -5.644 3.121 0.126
C -1.001 -4.710 3.454 0.017
O -2.482 -9.088 3.895 -0.374
H -3.891 3.023 0.642 0.119
C 0.052 -2.341 4.249 -0.113
H 3.357 -2.048 1.086 -0.072
H 4.229 4.902 -0.445 0.109
N 0.124 0.813 -0.247 -0.063
C 2.349 -0.986 -2.800 -0.334
C -0.637 -4.573 4.789 -0.120
H 5.984 -1.492 -3.960 0.105
H 0.206 -3.161 6.199 0.105
H -0.110 -4.753 7.546 0.093
C -3.344 1.789 2.306 -0.273
C 4.962 -1.351 -3.632 -0.072
O -1.680 -10.467 5.748 -0.368
H 3.028 0.877 -1.975 0.032
H -2.932 0.691 4.099 0.117
H 4.318 1.403 -5.671 0.105
C 4.025 -2.355 -3.839 -0.066
C -3.513 1.482 3.644 -0.030
C 2.579 4.244 -1.632 -0.085
Se -1.370 4.251 -3.782 0.301
C 1.307 2.648 -4.756 -0.335
H 1.213 5.966 -4.214 0.091
H -6.700 4.734 3.981 0.075
C -2.195 -0.524 -5.885 -0.075
O -0.727 1.415 4.488 0.069
C -6.116 4.068 4.614 -0.044
O -2.666 0.956 -0.069 -0.250
C 1.892 5.739 -3.401 -0.095
H -2.002 0.269 -2.604 0.101
C 2.639 2.252 -4.655 -0.084
C -0.774 -3.664 2.582 -0.165
C 2.721 -2.183 -3.409 -0.099
C 2.550 -2.279 1.780 -0.752
H 0.877 -1.707 -5.107 0.094
S -2.427 -9.299 5.328 0.390
H -6.798 3.413 5.157 0.085
H -0.700 -1.594 -6.990 0.106
C -0.084 1.403 3.455 -0.622
C -0.237 2.601 2.482 -0.045
C 0.657 2.592 -5.980 -0.108
C 1.741 4.544 -2.702 -0.347
C 3.580 5.138 -1.278 -0.067
H 2.467 3.325 -1.067 0.061
C 3.747 6.315 -1.990 -0.082
H 3.165 2.372 -3.718 0.094
C 2.629 1.646 -6.977 -0.076
C -4.050 2.820 1.693 -0.043
Sc 0.821 -0.835 1.596 0.570
C -5.146 3.263 3.796 -0.255
C -4.951 3.549 2.444 -0.024
H -3.509 0.502 -4.530 0.111
H 1.996 -2.983 -3.507 0.109
C 2.897 6.623 -3.045 -0.078
P 0.476 3.395 -3.323 0.513
C 1.322 2.095 -7.091 -0.077
C -1.691 -0.092 -3.578 -0.077
N -0.255 -2.489 2.953 -0.027
C -0.082 -1.224 -4.977 -0.072
N -0.203 2.035 0.091 -0.219
C -0.820 -5.709 5.724 -0.220
Br 2.245 -4.210 1.432 0.487
C -1.496 -7.867 5.988 -0.341
O -1.558 -0.179 1.810 -0.320
H 3.001 -2.275 2.777 -0.028
N -1.161 -7.920 7.277 0.121
Br 2.873 0.856 0.843 0.138
H 0.752 2.973 2.217 0.123
C 0.352 2.234 -1.919 -0.346
H -2.870 -0.440 -6.728 0.105
C -0.665 -6.813 7.804 -0.124
Se -0.008 -2.261 -0.908 0.454
C -2.556 0.007 -4.655 -0.062
C 0.450 0.869 -1.534 -0.379
C -0.972 -1.157 -6.038 -0.078
C 3.295 -0.001 -2.549 -0.131
H -0.360 2.954 -6.059 0.054
H -0.395 -6.858 8.854 0.105
H 4.546 6.996 -1.724 0.102

---

4.
122
Properties=species:S:1:pos:R:3:mulliken_spin:R:1 method="wB97M-V/def2-TZVPD" e_tot_ha=-6242.7768 homo_lumo_gap_ev="6.43 / 6.44" total_charge=-2 homo_ha="-0.1000 / -0.1001" lumo_ev="3.71 / 3.71" e_above_lowest_kj_mol=133.2 multiplicity=4 max_force_ha_per_bohr=0.0320
Cl -2.165 -1.065 5.062 0.001
N -1.003 -0.708 2.636 0.006
H -8.156 -2.116 0.574 0.000
C -7.160 3.006 2.204 0.000
C -0.197 -3.411 -3.338 -0.001
C -3.659 0.756 -4.415 -0.002
H -2.559 -2.559 -1.217 0.011
H -6.605 -0.945 2.942 0.000
H -6.847 -2.699 2.739 0.000
N 0.106 0.418 -2.232 -0.234
H 4.024 0.557 -2.061 -0.001
H -4.586 1.945 -7.436 0.000
S -3.091 1.262 0.360 -0.003
H 4.273 -1.558 1.081 0.003
C -1.023 -0.446 3.969 0.003
S -6.270 1.577 -0.831 0.000
C 0.496 0.811 3.001 0.062
O 1.825 1.988 1.486 0.027
H -3.394 1.907 -2.628 0.000
H -5.738 -2.630 0.548 0.000
N -0.646 7.883 -0.119 0.008
C 2.114 -0.423 -0.257 -0.245
C 1.479 -5.337 1.038 0.000
C -5.805 2.441 2.625 0.000
C -0.055 0.498 4.256 -0.002
H -7.790 -0.383 0.760 0.000
C -4.695 3.456 2.377 0.000
C 0.526 3.356 -1.267 -0.053
H -4.871 4.351 2.979 0.000
O -2.721 -1.678 -4.624 0.000
C -4.331 1.936 -6.382 0.000
C -6.199 -1.853 2.499 0.000
C 0.935 -3.944 1.347 0.000
C 3.496 0.172 0.008 0.099
C -1.695 -1.733 1.932 0.017
H -4.379 5.154 -5.800 0.000
H -1.288 -3.330 -3.369 0.000
H 3.466 0.762 0.922 -0.003
C -4.336 3.129 -5.656 0.000
C -3.667 1.929 -3.676 0.005
H -4.670 3.727 1.322 0.000
C -2.458 -2.647 -0.152 0.021
O -0.239 0.508 6.611 0.000
Cr 0.179 0.486 -0.136 3.212
H 0.970 -6.946 -0.322 0.000
C -2.227 -2.840 2.593 0.003
C 0.363 4.729 -1.240 -0.022
N -2.094 -0.403 -2.541 0.014
N 0.661 -3.166 0.162 -0.005
C -3.035 -3.717 0.506 0.001
C -7.427 -1.329 0.361 0.000
H -3.729 3.028 2.637 0.000
N -0.088 0.105 2.031 -0.069
C 1.598 1.792 2.675 -0.025
C -0.915 4.511 0.783 -0.010
C -0.522 6.738 -0.159 -0.002
H 1.653 1.131 -5.124 0.000
C -0.729 3.145 0.734 0.064
C -6.088 -1.689 0.986 0.000
O 2.215 2.305 3.654 0.002
H 0.201 -6.706 -2.460 0.000
H -7.962 2.313 2.461 0.000
C 3.968 1.098 -1.111 0.004
H -3.979 -0.193 -6.290 0.000
C 4.528 -0.945 0.214 -0.018
C 0.235 -4.849 -3.575 0.000
C -4.002 0.747 -5.755 0.000
C 0.583 -5.968 -0.017 0.000
O -5.037 -0.774 0.682 0.002
N 0.561 -5.119 -1.189 0.000
H -2.109 -2.969 3.653 0.001
S -3.254 -0.775 -3.613 0.002
H -7.331 3.959 2.711 0.000
H -3.331 -4.658 2.410 0.000
C 0.962 0.841 -4.352 0.008
C -2.908 -3.811 1.882 -0.003
H 4.575 -1.597 -0.663 -0.002
H 3.278 1.939 -1.196 -0.001
C -0.962 0.073 -2.989 0.056
C -0.121 -5.667 -2.345 0.000
H -0.259 -5.257 -4.459 0.000
H 0.189 -2.764 -4.130 0.000
H 2.169 -0.948 -1.221 -0.020
H 1.099 2.942 -2.087 -0.016
C -0.005 2.514 -0.288 -0.020
N 0.357 -2.953 -2.077 -0.006
C -0.361 5.326 -0.208 0.016
H 1.501 -5.955 1.938 0.000
H 5.522 -0.520 0.381 -0.001
C 0.331 0.945 5.630 -0.001
H 2.492 -5.254 0.637 0.000
H -3.575 -4.471 -0.054 0.000
N -4.700 4.328 -6.278 0.000
H 2.082 1.095 -2.547 -0.025
H -1.479 4.961 1.590 -0.002
C -1.790 -1.664 0.550 -0.045
H 4.961 1.492 -0.883 0.000
H -0.429 -6.119 0.392 0.000
H -1.345 -0.811 0.027 0.068
H 0.016 -4.034 1.935 0.000
C 0.486 -3.744 -0.964 0.002
O 1.325 1.787 5.713 0.000
H -1.213 -5.667 -2.200 0.000
H -5.838 2.214 3.699 0.000
C -4.013 3.112 -4.300 0.000
H -7.168 3.157 1.128 0.000
O -4.414 -1.269 -2.929 0.000
H -1.166 2.554 1.529 0.014
H -4.040 4.032 -3.730 0.000
H 1.730 2.028 4.754 0.001
H -4.531 4.353 -7.270 0.000
H 0.179 -1.985 -1.838 0.042
H 1.654 -3.380 1.953 -0.001
P -5.018 0.819 0.499 0.004
H -5.207 -2.027 2.918 0.000
O -5.554 1.168 2.028 0.000
S -0.638 0.292 -4.729 -0.005
C 1.157 0.828 -3.029 0.068
H 0.801 5.351 -2.012 -0.001
H 1.949 -1.194 0.503 -0.003
H 1.317 -4.885 -3.726 0.000
H -7.311 -1.219 -0.716 0.000

---

5.
123
Properties=species:S:1:pos:R:3:lowdin_charge:R:1 method="wB97M-V/def2-TZVPD" e_tot_ha=-8280.1813 homo_lumo_gap_ev=1.55 total_charge=+1 homo_ha=-0.4237 lumo_ev=-9.97 max_force_ha_per_bohr=0.1610
O 0.495 1.365 6.286 -0.252
H -4.239 2.692 0.800 0.103
H 4.165 3.823 2.592 0.114
H -6.168 0.478 0.917 0.130
H 0.745 -0.533 -3.686 0.079
O 3.444 -4.801 -1.082 -0.237
C -1.730 -1.100 -5.816 -0.147
F 2.439 1.872 3.143 0.153
C -5.657 2.266 2.107 -0.201
H -1.683 -0.474 -6.706 0.133
O 5.869 6.814 -0.200 -0.211
C 1.584 0.055 -4.052 -0.213
O -4.301 2.348 1.697 -0.134
O -2.771 -2.040 -6.123 -0.189
C -3.515 -2.160 -1.104 -0.191
H -2.638 -2.416 -1.688 0.096
H 4.736 -0.612 -1.038 0.085
C -1.124 -2.199 4.017 -0.173
H 7.167 -0.802 1.102 0.104
H -5.763 -0.733 3.041 0.094
H 2.510 2.308 -6.456 0.121
S 0.201 0.790 0.796 0.568
O -3.379 -0.986 -4.115 -0.202
C -6.131 0.848 1.951 -0.204
H -5.808 2.622 3.127 0.135
H -6.164 -2.148 -0.204 0.115
H -0.230 -2.775 4.261 0.153
O -2.107 -3.736 0.569 -0.307
O -1.318 0.418 -1.554 -0.264
O -1.631 2.751 -0.939 -0.224
H -2.562 0.715 -5.038 0.135
C -5.583 -3.072 -0.106 -0.213
H 2.816 3.443 0.208 0.109
S -1.663 1.379 -0.525 0.443
F -3.255 1.055 -0.507 -0.213
F -2.063 3.835 2.400 0.079
C 3.264 4.342 0.613 -0.173
N -0.184 2.682 4.190 -0.220
H 2.990 -1.130 0.799 0.096
O 3.849 7.094 1.244 -0.217
S -3.070 -2.651 0.592 0.721
H 4.941 -0.886 2.603 0.114
O -4.827 -0.674 -6.144 -0.215
H 5.111 0.229 1.376 0.110
S 2.192 1.311 -2.871 0.711
O 3.419 0.937 -2.195 -0.315
H 0.231 -2.304 -1.942 0.116
S 1.028 2.318 5.365 0.673
H -0.040 -4.601 -0.299 0.114
O 1.105 1.898 -2.135 -0.338
O 3.941 5.164 -0.321 -0.188
S 2.509 -4.831 -2.187 0.660
C 2.367 1.364 4.353 -0.675
O -0.821 -0.835 4.367 -0.135
H 2.557 4.887 1.240 0.098
In -2.612 0.980 3.503 1.429
H -7.185 0.705 2.218 0.139
S 6.189 -2.342 -0.457 0.717
H -4.985 -2.857 2.027 0.076
F -0.260 4.287 1.219 0.175
H 0.127 -0.737 4.244 0.061
C -2.274 -0.260 -4.647 -0.174
C -2.371 -2.588 4.762 -0.157
O 0.587 -0.485 0.258 -0.235
H -6.194 2.950 1.443 0.146
H -4.213 -2.087 4.713 0.103
H 1.370 -2.721 -0.594 0.108
H -5.317 -2.788 -2.227 0.113
H 1.693 3.158 -4.286 0.106
H -2.419 -2.272 5.806 0.136
H -3.914 -1.150 -1.158 0.097
O 5.345 5.078 1.497 -0.196
H -1.509 -0.109 -3.890 0.094
S 0.094 4.230 3.909 0.607
H -4.298 -4.059 -1.603 0.128
H -1.327 -2.312 2.949 0.103
S 4.771 6.260 0.542 0.669
O -2.843 -1.512 1.468 -0.385
H 4.021 -2.163 -1.436 0.090
H -2.603 -3.651 4.679 0.140
S -4.147 -1.669 -5.359 0.645
C 4.463 3.968 1.556 -0.158
C -0.916 4.523 2.327 -0.650
F 0.251 0.431 2.401 -0.267
C 2.616 1.741 -5.533 -0.208
O -5.269 0.038 2.748 -0.118
F 3.515 1.418 4.958 0.221
H 6.715 -2.412 1.870 0.106
H -4.459 -4.400 1.254 0.109
H 0.565 1.428 -5.458 0.119
O 7.120 -1.791 -1.398 -0.283
O -0.522 5.109 4.884 -0.194
F 1.988 0.099 4.311 0.141
O 6.151 -3.749 -0.167 -0.284
O 1.451 4.585 3.534 -0.194
H 2.445 -0.621 -4.035 0.108
H -0.717 -4.406 -1.973 0.127
H -0.776 -1.569 -5.587 0.122
H -6.403 -3.787 -0.207 0.123
O -4.824 -2.835 -4.910 -0.214
H 3.483 3.053 -3.962 0.108
H 4.987 3.111 1.129 0.124
N -1.457 1.081 0.984 -0.278
C -4.694 -3.349 1.104 -0.174
C 6.421 -1.585 1.235 -0.162
F -1.174 5.832 2.309 0.164
O 2.943 -5.500 -3.381 -0.210
O 1.098 -5.393 -1.697 -0.184
O 1.016 1.954 0.735 -0.227
H 1.341 0.020 -6.168 0.120
C 2.575 2.522 -4.235 -0.184
O -3.459 -1.810 4.178 -0.140
O 1.954 -3.319 -2.479 -0.211
C 3.989 -1.566 0.765 -0.201
H 3.468 1.077 -5.713 0.123
O 1.783 3.397 5.940 -0.227
C 4.537 -1.613 -0.649 -0.216
H 3.912 -2.596 1.125 0.123
C 0.919 -3.037 -1.533 -0.169
C 5.111 -0.852 1.517 -0.222
C 1.432 0.764 -5.375 -0.237
C 0.167 -4.373 -1.339 -0.152
C -4.722 -3.079 -1.364 -0.216

---

6.
23
Properties=species:S:1:pos:R:3:lowdin_charge:R:1 method="wB97M-V/def2-TZVPD" e_tot_ha=-351.3069 homo_lumo_gap_ev=10.03 homo_ha=-0.3307 lumo_ev=1.04 smiles=Cc1ccccc1.CC e_above_lowest_kj_mol=61.2 max_force_ha_per_bohr=0.0526
H 3.343 -1.562 -1.594 0.077
C -2.045 2.597 0.724 -0.174
C 2.860 -2.390 -1.077 -0.058
C -0.621 -2.043 0.410 -0.082
H -1.802 1.537 0.697 0.027
C -2.117 3.262 -0.634 -0.171
H -1.395 3.224 1.341 0.068
H -1.512 -2.642 0.526 0.101
H -2.235 4.343 -0.584 0.061
H 0.728 1.009 1.291 0.099
C -0.511 -0.743 0.874 -0.130
H 2.555 -3.133 -1.811 0.074
H -2.917 2.900 -1.288 0.062
H -1.216 3.002 -1.194 0.062
H 0.368 -3.416 -0.950 0.108
H 2.693 -0.089 0.210 0.106
C 1.759 -0.626 0.332 -0.052
C 0.473 -2.562 -0.286 -0.061
H -1.381 -0.504 1.488 0.097
H 3.593 -2.831 -0.398 0.083
C 0.664 0.003 0.909 -0.076
H -2.967 2.559 1.310 0.062
C 1.683 -1.892 -0.296 -0.285

---

7.
70
Properties=species:S:1:pos:R:3:mulliken_spin:R:1 method="wB97M-V/def2-TZVPD" e_tot_ha=-3355.9673 homo_lumo_gap_ev="6.38 / 6.34" homo_ha="-0.2409 / -0.2389" lumo_ev="-0.17 / -0.16" e_above_lowest_kj_mol=14.0 multiplicity=2 max_force_ha_per_bohr=0.0686
H 3.587 0.887 -4.032 0.000
C -1.282 -2.913 3.043 0.001
H -3.423 -1.856 -3.396 0.001
C -2.635 -2.528 2.808 -0.001
H 3.415 4.542 -1.393 0.000
H -0.497 -4.820 -2.348 0.000
H 0.457 2.187 -3.477 -0.001
N 3.451 0.795 -3.028 0.000
C 1.956 3.624 -2.691 0.000
C -0.908 -3.829 -2.228 0.002
H -1.809 -6.072 4.195 0.000
N -2.986 -1.343 2.142 0.000
C 2.933 -0.987 3.430 -0.002
H 1.908 2.343 -4.430 0.000
H 4.515 3.188 -3.570 0.000
C -2.721 4.180 1.022 0.001
H 2.052 0.857 4.065 0.000
H -3.679 2.496 -1.799 0.000
H -2.406 -4.155 -3.719 0.000
C 2.117 1.116 -2.627 -0.001
C 1.309 0.263 2.161 -0.015
H 4.474 1.194 -1.220 0.000
C -1.919 -1.310 -1.927 -0.005
O -3.561 0.352 -2.331 0.007
C -1.254 2.333 0.652 -0.015
N -0.222 1.478 0.825 0.127
H 3.528 -1.133 4.322 0.000
H -0.472 -2.222 2.744 -0.001
H 2.927 2.894 -0.958 0.000
H -4.686 -3.159 2.895 0.000
C 4.545 1.443 -2.307 0.000
C -1.644 3.438 1.453 0.007
O 0.543 2.372 2.837 0.002
N -1.597 0.854 -1.131 0.173
H 2.064 -2.474 0.490 0.001
C 1.542 2.337 -3.404 0.001
C -2.010 -3.456 -2.997 -0.001
H -2.278 -0.602 2.088 -0.003
N -0.865 -1.716 -1.189 0.043
C -3.408 3.947 -0.192 0.003
C 0.479 1.455 1.992 0.017
C 2.100 0.121 3.295 0.001
H -3.908 -0.979 2.288 0.000
C -2.475 0.050 -1.821 0.005
C -1.019 -4.164 3.581 -0.001
C -3.653 -3.465 3.102 0.000
Cu -0.059 -0.134 -0.333 0.573
H 0.002 -4.439 3.846 0.000
H -4.191 4.640 -0.474 0.000
H 3.498 -2.829 2.505 0.000
C -2.526 -2.191 -2.843 0.001
H 0.528 -3.196 -0.780 0.002
C 3.196 3.546 -1.809 0.000
C -3.383 -4.715 3.544 0.000
H 2.120 4.394 -3.438 0.000
C 2.925 -1.911 2.397 0.003
C -2.005 2.035 -0.554 0.022
H 5.368 3.453 -2.067 0.000
C 4.475 2.977 -2.483 0.000
C 2.082 -1.747 1.301 -0.001
H -1.106 3.530 2.382 -0.001
C -2.039 -5.063 3.841 0.000
H -3.135 4.920 1.643 0.000
H -4.195 -5.424 3.745 0.000
C -0.363 -2.943 -1.347 0.001
N 1.291 -0.690 1.174 0.043
O 1.438 0.447 -1.856 0.001
C -3.107 2.823 -0.937 0.009
H 5.461 0.946 -2.639 0.000
H 1.139 4.011 -2.031 0.000